1.
18
Properties=species:S:1:pos:R:3:forces:R:3:lowdin_charge:R:1 method="wB97M-V/def2-TZVPD" charge=+2 multiplicity=6 orbital_gap_ev="9.22 / 9.93" s2=8.7534 e_tot_ev=-49879.8274
O -0.32605 0.87050 1.30689 0.3 -1.0 -1.0 0.1017
C 0.55700 0.21382 0.50598 1.1 2.2 1.4 -0.1658
C 0.30346 0.47189 -0.98124 -0.4 0.1 0.3 -0.0046
O 1.10374 1.62788 -1.31474 -0.6 -0.3 -0.6 0.1712
C 2.06138 1.76629 -0.46307 0.2 -1.6 -0.2 -0.4780
O 1.97475 1.11691 0.61743 -0.6 -0.2 -0.2 0.2035
O 3.09139 2.41440 -0.85249 0.4 1.0 0.5 0.2826
H -0.23247 0.60595 2.23143 0.2 0.1 0.2 0.1577
H 1.02980 -0.68637 0.90569 -0.6 0.0 -0.4 0.1687
H -0.73727 0.73854 -1.18233 0.2 -0.2 0.1 0.1627
H 0.63249 -0.35922 -1.60984 0.0 0.2 0.1 0.1555
H 3.75429 1.85141 -1.28540 0.2 0.2 0.0 0.1984
O -3.06248 -0.76916 0.86583 0.6 0.0 -0.3 0.2475
C -2.37501 -1.75480 0.36525 -1.0 1.3 -0.4 -0.7123
O -1.08915 -1.72519 0.27924 0.6 -0.1 0.3 -0.1030
O -2.97347 -2.74696 -0.12372 -0.4 -0.7 0.4 0.0103
Mn -1.22842 -3.64554 -0.26490 0.0 -0.8 -0.4 1.4554
H -2.48399 0.00966 1.00000 -0.2 -0.2 0.2 0.1483

***

2.
27
Properties=species:S:1:pos:R:3:forces:R:3:lowdin_charge:R:1 method="wB97M-V/def2-TZVPD" charge=+1 orbital_gap_ev=8.88 e_tot_ev=-14596.6463 relative_energy_kcal_mol=30.4
C -1.33708 -2.29540 0.11878 -3.8 0.4 -0.5 -0.0392
C -2.34914 -1.30089 -0.03521 2.0 -0.9 -0.1 0.0270
C -0.03988 -1.95274 0.09944 2.0 0.5 -1.1 -0.0062
C -1.95700 0.00493 -0.18616 -2.7 0.6 -0.5 -0.2128
C 0.33245 -0.59733 -0.18912 -1.1 -1.1 -0.6 -0.1167
C -0.67005 0.37021 -0.39275 2.4 1.1 1.2 -0.1136
C -3.05992 1.06095 -0.23859 3.3 -2.0 -2.4 0.0190
C -0.31076 1.84978 -0.49746 -0.5 -2.3 0.0 0.0123
C 1.66485 -0.37647 -0.61838 2.8 0.9 -0.7 -0.2910
N 2.69503 -1.19685 -0.38990 -4.7 -0.4 1.0 0.2461
N 2.22075 0.74522 1.90041 -0.4 1.0 -1.1 0.0530
O 1.95043 0.69507 -1.36850 -2.7 -0.9 1.1 0.1628
H -1.88562 -3.22731 0.03223 1.5 -0.8 0.5 0.1220
H -3.37231 -1.63577 -0.19160 0.1 0.3 0.5 0.1322
H 0.74615 -2.70570 -0.01657 -0.5 0.0 0.4 0.1171
H -2.98012 1.46382 0.67790 -0.5 2.2 3.0 0.0657
H -2.82252 1.68497 -1.07075 -0.4 0.9 -0.3 0.0938
H -3.86861 0.46487 -0.39400 -3.0 -0.7 -0.3 0.0530
H -1.02258 2.44726 -0.03437 -1.1 1.0 1.3 0.0703
H 0.65142 1.99042 -0.13638 1.5 0.5 1.0 0.0491
H -0.27907 2.20024 -1.46980 0.0 0.4 -2.3 0.0825
H 3.55059 -0.97491 -0.75824 2.5 0.0 -0.7 0.1075
H 2.43535 -1.99401 0.19042 1.2 0.2 -0.3 0.1343
H 1.36517 0.57987 2.42516 0.1 1.0 -0.1 0.0477
H 2.60856 1.70386 1.82624 -1.2 -0.7 0.5 0.0619
H 2.90149 0.24297 2.38312 1.5 -1.1 0.9 -0.0017
H 2.83243 0.75293 -1.66588 1.8 0.0 -0.5 0.1239

***

3.
9
Properties=species:S:1:pos:R:3:forces:R:3:lowdin_charge:R:1 method="wB97M-V/def2-TZVPD" orbital_gap_ev="7.34 / 7.33" e_tot_ev=-93818.4284 relative_energy_kcal_mol=128.4
C -0.23505 -0.02860 -0.33056 1.0 0.2 -1.7 -0.5975
C 1.90492 1.07406 0.37268 -1.1 0.0 0.6 -1.1391
C -1.52454 -0.22060 0.28647 -1.9 1.7 -1.9 -0.2012
Cl -0.11229 -0.44179 -1.97570 -0.3 -0.1 0.3 0.6254
Br 2.66824 1.09437 -1.30532 0.6 0.1 -0.8 0.4719
I 2.62006 -0.60404 1.45627 0.2 -0.3 0.3 0.5624
H -2.49031 -0.63545 -0.19895 1.6 1.2 0.0 0.1176
H -1.58211 0.76263 0.80869 -0.7 -1.0 0.4 0.1125
H -1.24893 -1.00058 0.88642 0.7 -1.9 2.9 0.0479

***

4.
13
Properties=species:S:1:pos:R:3:forces:R:3:lowdin_charge:R:1 method="wB97M-V/def2-TZVPD" orbital_gap_ev=7.72 e_tot_ev=-10280.8800 relative_energy_kcal_mol=90.3
C -0.28300 0.27584 0.32577 -0.2 -0.3 -0.5 -0.5699
C 0.10075 -1.08133 -0.22408 3.1 2.1 0.8 -0.3081
N -0.51997 1.26977 -0.66822 -0.6 0.7 -0.6 0.1125
C 1.37467 -0.82442 0.17188 -0.3 -5.1 -3.2 -0.0860
O -1.30337 0.29886 1.28610 0.2 0.3 -0.2 0.0492
O -0.52454 -2.01384 -0.85605 -2.3 -2.1 -1.2 0.1067
N 1.09205 0.29726 0.80748 0.2 4.4 4.5 0.0289
H -2.09424 0.47771 0.75674 0.0 0.1 0.3 0.1005
H -1.47550 -1.92123 -0.67487 0.3 -0.3 -0.2 0.1313
H 0.20897 1.26140 -1.37688 -0.2 -0.3 0.1 0.0978
H -0.51664 2.19945 -0.25906 -0.1 -0.1 0.1 0.0882
H 1.64133 1.13971 0.70539 -0.1 0.0 -0.3 0.1248
H 2.29949 -1.37917 0.00580 -0.1 0.5 0.4 0.1239

***

5.
2
Properties=species:S:1:pos:R:3:forces:R:3:lowdin_charge:R:1 method="wB97M-V/def2-TZVPD" orbital_gap_ev=6.09 e_tot_ev=-2063.5878 relative_energy_kcal_mol=26.4
C -0.04015 0.21722 0.69644 0.5 -2.5 -8.1 0.0000
C 0.04015 -0.21722 -0.69644 -0.5 2.5 8.1 0.0000

***

6.
10
Properties=species:S:1:pos:R:3:forces:R:3:lowdin_charge:R:1 method="wB97M-V/def2-TZVPD" orbital_gap_ev=7.28 e_tot_ev=-3671.7735 relative_energy_kcal_mol=131.6
C 1.99510 0.00350 -0.69592 0.1 0.6 -4.3 -0.3542
N 1.04053 -0.17579 0.18587 0.2 -0.1 -0.2 0.0878
C -1.89055 -0.12263 0.93427 -2.3 0.0 -1.7 -0.0444
H 2.63905 -0.73656 -1.26128 -0.6 -0.4 1.0 0.0656
H 2.53993 0.94967 -0.80509 0.2 0.9 0.7 0.0624
H 1.29807 0.41817 -1.70599 0.7 -1.0 2.7 0.2314
H -2.26749 -0.24916 -0.09142 -0.8 -0.8 0.3 0.0277
H -0.90589 -0.11439 0.67324 2.8 -0.1 0.6 -0.1051
H -2.23442 -0.83993 1.66067 0.0 -0.2 0.0 0.0258
H -2.21432 0.86712 1.10565 -0.3 1.2 0.9 0.0030

***

7.
15
Properties=species:S:1:pos:R:3:forces:R:3:lowdin_charge:R:1 method="wB97M-V/def2-TZVPD" orbital_gap_ev=10.81 smiles="CNC(C)=O.O" e_tot_ev=-8842.4967 relative_energy_kcal_mol=10.6
C 2.32896 -0.86373 -0.02293 -1.0 -1.9 -0.4 -0.0839
N 1.41016 0.23714 -0.09202 0.0 0.7 -0.1 -0.0130
C 0.05193 0.12167 -0.00043 1.0 0.1 0.4 -0.5227
C -0.65114 1.45580 0.04809 -0.7 -0.1 -1.0 0.0018
O -0.49778 -0.96288 0.13545 -0.2 0.3 -0.4 0.0255
H 1.71175 -1.79248 0.11546 0.5 0.8 -0.2 0.0955
H 2.89140 -1.02088 -0.97002 -0.1 0.4 0.8 0.0923
H 2.92872 -0.81982 0.87728 0.6 0.2 -0.1 0.0778
H 1.79900 1.17288 -0.03153 -0.2 -0.4 -0.2 0.1305
H 0.03082 2.30509 -0.00901 0.0 -0.1 0.1 0.0727
H -1.20916 1.46032 0.97060 -0.3 0.2 0.3 0.0876
H -1.38202 1.55199 -0.79171 0.5 -0.2 0.7 0.1056
O -3.35161 -0.57572 -0.06099 0.2 -2.4 -0.1 -0.1236
H -3.68429 -1.53029 -0.05891 0.5 2.1 0.0 0.0669
H -2.37675 -0.73910 -0.10932 -0.6 0.2 0.2 -0.0129

***

8.
55
Properties=species:S:1:pos:R:3:forces:R:3:lowdin_charge:R:1 method="wB97M-V/def2-TZVPD" orbital_gap_ev=7.09 e_tot_ev=-86302.2669 relative_energy_kcal_mol=16.9
P -0.01120 -1.37655 -2.76336 -0.7 0.5 -0.1 0.8564
P 0.23687 1.79611 -2.62585 0.1 0.0 0.0 0.8584
C -0.26220 -0.42955 -4.33318 0.1 -0.6 -0.2 -0.4260
C 0.37941 0.96532 -4.28425 0.0 0.3 0.1 -0.4243
H -1.35161 -0.37307 -4.49295 0.3 0.1 0.0 0.0774
H 0.17550 -1.03850 -5.13473 -0.2 0.3 -0.3 0.0707
H 1.45952 0.91665 -4.50032 -0.3 -0.1 0.0 0.0757
H -0.08822 1.63701 -5.01514 0.2 -0.2 -0.1 0.0730
C -1.47552 2.46904 -2.72721 0.0 0.2 -0.2 -0.2889
H -1.63265 3.15774 -1.88408 0.0 -0.2 -0.2 0.0442
H -2.21407 1.65957 -2.65037 0.2 0.2 0.0 0.0353
H -1.62291 3.00921 -3.67463 -0.1 -0.1 0.2 0.0408
C 1.24637 3.29748 -2.92005 -0.2 0.1 -0.2 -0.3040
H 0.87773 3.86334 -3.78792 0.2 0.0 0.2 0.0391
H 2.28474 2.98144 -3.09261 -0.3 0.2 0.1 0.0352
H 1.20707 3.92193 -2.01621 0.1 -0.1 -0.3 0.0357
C -1.06309 -2.85278 -3.01148 0.2 -0.2 -0.4 -0.2790
H -1.03377 -3.47020 -2.10315 0.0 0.2 -0.3 0.0313
H -0.71091 -3.43757 -3.87336 -0.3 -0.1 0.2 0.0385
H -2.09694 -2.52055 -3.17649 0.2 -0.1 0.0 0.0387
C 1.67630 -2.04963 -3.02329 0.0 -0.2 -0.2 -0.2682
H 2.41807 -1.23896 -2.99397 -0.2 -0.2 0.0 0.0407
H 1.73346 -2.56330 -3.99514 0.1 0.1 0.2 0.0425
H 1.90745 -2.76180 -2.21798 0.0 0.2 -0.3 0.0393
Zn 1.04076 0.15364 4.45166 -0.5 -1.0 0.4 0.8588
C 0.34470 1.20129 1.56110 -0.1 -0.6 0.9 -0.1492
C -0.96366 1.17842 1.28195 0.2 0.1 0.6 -0.0867
C -1.67758 0.56690 0.12110 -0.6 -0.1 -0.7 -0.2212
C -2.06110 -0.92280 0.27071 -0.4 0.7 0.3 -0.1823
C -0.95556 -1.91398 0.35814 0.8 -0.7 -0.3 -0.1469
C 0.35448 -1.75997 0.10233 -0.4 -0.4 0.7 -0.1814
C 1.09082 -0.49474 -0.19327 0.4 0.8 0.1 -0.3040
C 1.48324 0.38399 1.02118 0.4 -0.2 -0.8 -0.1962
C 0.70897 -1.75708 4.10153 0.3 0.2 -0.4 -0.2272
H 0.63384 1.80576 2.42772 -0.1 0.1 0.1 0.0713
H -1.64164 1.64694 2.01564 0.5 0.1 -0.4 0.1128
H -1.14972 0.73605 -0.83205 -0.2 -0.2 0.6 0.0139
H -2.62003 1.13379 0.02309 0.2 -0.3 0.0 0.1138
H -2.69588 -1.01371 1.16909 0.1 -0.1 -0.2 0.1164
H -2.72799 -1.19514 -0.57120 0.3 0.0 0.2 0.1151
H -1.30559 -2.93927 0.53578 0.2 0.3 0.0 0.1074
H 0.99034 -2.66031 0.09425 -0.4 0.3 0.3 0.1082
H 0.51045 0.14062 -0.88346 0.8 -0.5 0.6 -0.0555
H 2.01885 -0.75749 -0.73050 -0.3 0.1 0.2 0.0946
H 1.91974 -0.26122 1.81941 -0.4 0.4 -0.3 0.0802
H 2.31705 1.05444 0.71080 -0.5 -0.3 0.1 0.1168
H 1.41504 -2.32623 4.72391 -0.2 0.1 -0.2 -0.0197
H 0.80540 -2.03236 3.04795 -0.1 -0.1 0.3 -0.0461
H -0.31404 -1.93386 4.46600 0.3 0.0 -0.2 -0.0127
B -0.09798 1.07962 8.67928 -0.5 0.2 1.1 -0.4188
C 0.45050 1.04700 7.24473 0.5 -0.4 -1.9 -0.1867
N 0.82145 0.97163 6.13228 -0.3 0.8 1.6 -0.0002
H -1.14142 1.73176 8.65542 0.3 -0.2 -0.1 0.0162
H 0.71396 1.63433 9.40382 -0.1 -0.1 -0.3 0.0108
H -0.30678 -0.06041 9.08934 0.1 0.3 -0.4 0.0156